ORCA calculation (ωB97M-V with the def2-TZVPD basis set) on a molecular structure, C33H26Br2MnN5O5S in a non-equilibrium geometry.

```
73
Properties=species:S:1:pos:R:3:lowdin_charge:R:1
Mn -0.26 0.36 -0.17 0.89
C -3.61 2.65 0.83 0.02
C -2.79 1.58 0.17 -0.32
O -1.54 1.70 0.24 -0.04
C -3.45 0.52 -0.54 -0.09
C -4.83 0.29 -0.43 -0.03
C -5.47 -0.60 -1.25 -0.07
C -4.75 -1.27 -2.25 -0.06
C -3.40 -1.11 -2.36 0.01
C -2.69 -0.27 -1.46 -0.29
O -1.40 -0.23 -1.54 -0.10
H -2.95 3.47 1.11 0.09
H -4.07 2.26 1.73 0.10
H -4.39 3.01 0.17 0.10
H -5.40 0.82 0.33 0.11
H -6.53 -0.80 -1.14 0.11
H -5.27 -1.93 -2.93 0.11
H -2.82 -1.66 -3.08 0.12
C -1.81 5.09 -1.69 -0.02
C -0.34 4.96 -1.47 -0.29
C 0.49 6.09 -1.38 0.02
C 1.83 5.93 -1.16 0.00
C 2.36 4.63 -1.04 -0.17
C 3.73 4.33 -0.82 -0.57
Br 4.98 5.72 -0.54 0.88
C 4.18 3.03 -0.78 -0.15
C 3.28 1.99 -0.90 -0.55
Br 3.89 0.22 -0.72 0.94
C 1.89 2.20 -1.05 -0.31
O 1.05 1.24 -1.09 -0.10
C 1.45 3.56 -1.17 -0.12
N 0.14 3.74 -1.37 0.20
H -2.02 5.72 -2.56 0.09
H -2.29 5.53 -0.82 0.09
H -2.24 4.10 -1.86 0.08
H 0.06 7.08 -1.47 0.12
H 2.49 6.79 -1.09 0.09
H 5.22 2.83 -0.61 0.11
C -1.68 -0.52 4.21 0.00
N -0.58 0.21 3.61 -0.04
C 0.32 0.94 4.33 -0.03
C 1.31 1.62 3.74 0.04
C 1.46 1.61 2.29 -0.44
O 2.29 2.25 1.67 0.07
N 0.58 0.76 1.64 0.13
C -0.40 0.12 2.26 -0.51
O -1.16 -0.59 1.53 0.00
H -1.77 -0.24 5.25 0.10
H -1.48 -1.59 4.12 0.11
H -2.60 -0.30 3.68 0.10
H 0.18 0.93 5.41 0.13
H 2.03 2.19 4.30 0.12
S 3.23 -4.90 -1.89 1.04
C 2.31 -3.52 -1.35 -0.51
C 1.93 -3.34 -0.02 -0.04
C 1.20 -2.21 0.31 -0.08
N 0.82 -1.29 -0.58 -0.03
C 1.18 -1.47 -1.86 -0.13
C 1.93 -2.55 -2.28 -0.07
C 2.54 -6.18 -0.81 -0.51
C 1.48 -6.92 -1.30 -0.07
C 0.99 -7.95 -0.51 -0.13
N 1.48 -8.23 0.68 0.07
C 2.48 -7.51 1.15 -0.13
C 3.06 -6.46 0.44 -0.08
H 2.20 -4.04 0.75 0.10
H 0.91 -2.05 1.34 0.12
H 0.83 -0.74 -2.57 0.13
H 2.22 -2.63 -3.31 0.12
H 1.07 -6.71 -2.27 0.11
H 0.19 -8.58 -0.85 0.11
H 2.84 -7.78 2.13 0.11
H 3.90 -5.91 0.85 0.11
```

- Total charge: +1
- Spin multiplicity: 4
- HOMO energy (alpha / beta): -10.573 / -10.668 eV
- Largest force on an atom: 2.8 eV/Å


ORCA calculation (ωB97M-V with the def2-TZVPD basis set) on a single C4H6N2O molecule.

```
13
Properties=species:S:1:pos:R:3:lowdin_charge:R:1
C -2.04 -0.04 -0.06 -0.03
C -0.56 0.07 0.03 -0.32
C 0.40 -0.09 -0.94 0.03
C 1.62 -0.01 -0.24 -0.44
O 2.84 -0.18 -0.79 0.06
N 1.46 0.22 1.05 0.08
N 0.11 0.27 1.19 0.00
H -2.57 0.79 0.43 0.08
H -2.39 -0.97 0.41 0.08
H -2.35 -0.06 -1.11 0.08
H 0.25 -0.26 -2.00 0.11
H 3.49 -0.16 -0.07 0.11
H -0.27 0.43 2.11 0.15
```

- SMILES: Cc1cc(O)n[nH]1
- Relative energy (zero: lowest compared OMol25 entry of this formula, charge and spin): 19.3 kcal per mole
- Total charge: 0
- HOMO energy: -8.744 eV
- Largest force on an atom: 0.3 eV/Å


ORCA calculation (ωB97M-V with the def2-TZVPD basis set) on 6 unconnected molecules or ions with the total composition C41H44F3N7O12S.

```
108
Properties=species:S:1:pos:R:3:lowdin_charge:R:1
C -0.45 1.97 -0.10 -0.08
C 0.27 3.02 0.73 -0.20
C 1.35 2.40 1.61 -0.28
C 0.76 1.32 2.54 -0.05
C 2.21 3.44 2.36 -0.45
C 3.66 2.97 2.47 -0.19
N 4.35 3.12 1.19 0.05
N 1.72 3.61 3.77 0.15
C 0.73 4.18 4.10 -0.77
S -0.58 4.94 4.54 0.71
O 2.09 4.66 1.70 -0.09
C 2.90 5.74 2.14 -0.17
C 2.09 7.02 2.23 -0.09
C 1.13 7.37 1.09 -0.28
O 0.05 6.48 0.91 0.01
C 1.82 7.46 -0.26 -0.58
F 2.35 6.30 -0.68 0.15
F 2.84 8.35 -0.19 0.13
F 0.98 7.89 -1.21 0.16
H -1.15 2.44 -0.79 0.08
H 0.26 1.39 -0.69 0.07
H -1.04 1.27 0.51 0.05
H 0.72 3.75 0.06 0.11
H -0.45 3.58 1.35 0.11
H 2.04 1.87 0.94 0.10
H -0.28 1.54 2.80 0.09
H 0.80 0.39 1.98 0.06
H 1.35 1.18 3.45 0.08
H 4.18 3.57 3.22 0.11
H 3.63 1.94 2.84 0.12
H 3.72 2.90 0.43 0.05
H 5.10 2.45 1.12 0.08
H 3.74 5.85 1.45 0.12
H 3.31 5.53 3.14 0.12
H 2.80 7.85 2.30 0.13
H 1.50 7.03 3.16 0.11
H 0.76 8.38 1.28 0.16
H -0.36 6.34 1.77 0.08
O -4.33 2.10 0.03 0.08
N -3.96 0.98 0.33 -0.35
O -3.31 0.25 -0.39 0.06
C -4.32 0.48 1.67 -0.15
C -5.07 1.28 2.51 0.00
C -5.41 0.80 3.76 -0.07
C -4.98 -0.46 4.16 -0.09
C -4.21 -1.24 3.31 -0.06
C -3.88 -0.78 2.05 -0.01
H -5.40 2.26 2.17 0.12
H -6.02 1.40 4.42 0.11
H -5.25 -0.83 5.14 0.11
H -3.88 -2.22 3.63 0.11
H -3.28 -1.37 1.37 0.12
O 2.47 -1.02 1.18 0.08
N 2.60 -0.95 -0.03 -0.32
O 2.79 0.10 -0.62 0.05
C 2.50 -2.19 -0.81 -0.14
C 2.26 -3.38 -0.15 0.00
C 2.17 -4.54 -0.90 -0.05
C 2.33 -4.49 -2.28 -0.06
C 2.57 -3.28 -2.92 -0.05
C 2.66 -2.11 -2.19 0.01
H 2.15 -3.39 0.92 0.12
H 1.98 -5.48 -0.41 0.11
H 2.25 -5.40 -2.86 0.09
H 2.70 -3.25 -3.99 0.11
H 2.84 -1.16 -2.66 0.10
O 6.92 1.16 -6.05 0.08
N 5.99 0.86 -5.33 -0.35
O 5.39 -0.19 -5.38 0.07
C 5.55 1.85 -4.33 -0.15
C 6.20 3.07 -4.26 0.00
C 5.78 3.99 -3.32 -0.06
C 4.73 3.68 -2.46 -0.06
C 4.09 2.45 -2.54 -0.06
C 4.51 1.52 -3.49 0.00
H 7.01 3.29 -4.94 0.12
H 6.27 4.95 -3.25 0.11
H 4.40 4.41 -1.73 0.10
H 3.28 2.20 -1.88 0.09
H 4.03 0.56 -3.57 0.10
O 1.17 -8.84 -3.36 0.08
N 1.00 -7.88 -4.08 -0.35
O 0.45 -6.85 -3.74 0.06
C 1.50 -7.96 -5.47 -0.15
C 2.11 -9.13 -5.89 0.00
C 2.57 -9.20 -7.19 -0.06
C 2.42 -8.11 -8.04 -0.07
C 1.80 -6.95 -7.60 -0.06
C 1.33 -6.87 -6.30 0.00
H 2.22 -9.96 -5.20 0.12
H 3.05 -10.10 -7.54 0.11
H 2.78 -8.17 -9.06 0.11
H 1.69 -6.11 -8.26 0.11
H 0.85 -5.98 -5.93 0.12
O -8.10 -0.52 5.34 0.07
N -8.34 -1.17 4.34 -0.34
O -8.07 -0.81 3.21 0.08
C -8.98 -2.48 4.51 -0.14
C -9.31 -2.90 5.79 0.00
C -9.93 -4.14 5.93 -0.06
C -10.19 -4.92 4.82 -0.07
C -9.84 -4.48 3.55 -0.06
C -9.23 -3.25 3.39 0.00
H -9.10 -2.27 6.63 0.12
H -10.20 -4.48 6.92 0.11
H -10.67 -5.89 4.95 0.11
H -10.05 -5.10 2.69 0.11
H -8.95 -2.89 2.41 0.12
```

- SMILES: CC[C@H](C)[C@](CN)(N=C=S)OCC[C@H](O)C(F)(F)F.O=[N+]([O-])c1ccccc1.O=[N+]([O-])c1ccccc1.O=[N+]([O-])c1ccccc1.O=[N+]([O-])c1ccccc1.O=[N+]([O-])c1ccccc1
- Relative energy (zero: lowest compared OMol25 entry of this formula, charge and spin): 0.0 kcal per mole
- Total charge: 0
- HOMO energy: -9.239 eV
- Largest force on an atom: 0.8 eV/Å


ORCA calculation (ωB97M-V with the def2-TZVPD basis set) on a single C5H6O2 molecule in a non-equilibrium geometry.

```
13
Properties=species:S:1:pos:R:3:lowdin_charge:R:1
O 1.20 2.04 0.75 0.11
C 0.74 1.07 0.19 -0.33
C 1.41 -0.24 -0.19 -0.11
O 0.72 -0.69 -1.33 -0.05
C -0.57 -0.45 -0.95 -0.20
C -0.94 -0.53 0.71 -0.05
C -0.72 0.74 -0.10 -0.17
H 0.85 -0.89 0.59 0.13
H 2.49 -0.31 -0.32 0.15
H -1.29 -0.82 -1.67 0.16
H -0.53 -0.45 1.74 0.12
H -1.92 -0.99 0.75 0.08
H -1.46 1.52 -0.18 0.14
```

- SMILES: O=C1CO[C@H]2C[C@@H]12
- Relative energy (zero: lowest compared OMol25 entry of this formula, charge and spin): 75.2 kcal per mole
- Total charge: 0
- HOMO energy: -9.417 eV
- Largest force on an atom: 2.3 eV/Å


ORCA calculation (ωB97M-V with the def2-TZVPD basis set) on a molecular structure, C12H40BInO12 in a non-equilibrium geometry.

```
66
Properties=species:S:1:pos:R:3:lowdin_charge:R:1
In 2.17 0.99 -0.03 1.46
B -0.74 -0.03 0.15 -0.44
H 0.00 -0.80 0.22 -0.02
H -0.54 0.59 1.01 -0.02
H -0.52 0.48 -0.78 -0.03
H -1.74 -0.44 0.10 -0.02
C 2.69 3.48 -3.20 -0.25
C 1.24 3.78 -2.98 -0.19
O 0.71 2.85 -2.00 -0.12
O 3.34 3.14 -2.03 -0.07
H 3.16 4.31 -3.71 0.15
H 2.70 2.59 -3.83 0.13
H 0.93 3.75 -4.03 0.13
H 1.06 4.82 -2.72 0.13
H -0.25 2.94 -1.98 0.08
H 3.94 3.83 -1.72 0.12
C 2.19 -2.35 2.77 -0.16
C 1.52 -3.35 1.77 -0.19
O 2.30 -4.07 0.82 -0.06
O 2.13 -0.96 2.39 -0.13
H 3.23 -2.62 2.99 0.14
H 1.76 -2.60 3.74 0.13
H 0.71 -2.87 1.23 0.09
H 0.96 -4.20 2.17 0.13
H 2.01 -4.99 0.82 0.12
H 1.97 -0.45 3.19 0.07
C 1.54 -2.43 -1.82 -0.19
C 1.30 -1.51 -3.12 -0.12
O 1.19 -0.07 -2.91 -0.12
O 2.41 -2.05 -0.84 0.00
H 1.66 -3.47 -2.12 0.16
H 0.58 -2.47 -1.31 0.11
H 0.41 -1.78 -3.69 0.12
H 2.19 -1.73 -3.71 0.13
H 0.79 0.39 -3.66 0.09
H 2.47 -2.81 -0.26 0.04
C 0.16 3.49 2.42 -0.18
C 0.53 2.32 3.38 -0.19
O 1.87 1.91 3.10 -0.10
O 0.24 3.10 1.04 -0.12
H 0.79 4.34 2.69 0.14
H -0.87 3.79 2.62 0.13
H -0.06 1.41 3.34 0.10
H 0.55 2.86 4.33 0.14
H 2.32 1.91 3.95 0.11
H -0.51 3.53 0.63 0.10
C -3.48 -1.54 2.61 -0.05
C -1.97 -1.96 2.70 -0.07
O -1.16 -0.76 2.88 0.06
O -3.74 -0.56 1.58 0.10
H -3.78 -1.01 3.51 0.18
H -4.05 -2.42 2.33 0.16
H -1.72 -2.51 1.79 0.14
H -1.85 -2.72 3.47 0.16
H -1.08 -0.27 2.06 -0.01
H -3.05 0.11 1.63 0.10
C -3.01 0.01 -2.99 -0.09
C -3.69 -1.12 -2.17 -0.07
O -2.77 -1.90 -1.40 0.12
O -2.42 1.00 -2.15 0.09
H -3.67 0.42 -3.76 0.15
H -2.33 -0.31 -3.78 0.15
H -4.39 -1.71 -2.75 0.16
H -4.38 -0.61 -1.49 0.16
H -2.27 -1.32 -0.82 0.02
H -1.68 0.62 -1.66 0.01
```

- Total charge: +3
- Spin multiplicity: 2
- HOMO energy (alpha / beta): -18.092 / -17.659 eV
- Largest force on an atom: 4.5 eV/Å


ORCA calculation (ωB97M-V with the def2-TZVPD basis set) on a molecular structure, C21H21F6N7O3PPdS4 in a non-equilibrium geometry.

```
64
Properties=species:S:1:pos:R:3:lowdin_charge:R:1
Pd -1.01 0.07 -0.40 1.05
N -5.60 4.76 4.34 0.26
C -5.10 4.05 3.34 -0.23
C -5.86 2.97 2.79 0.05
C -5.34 2.25 1.76 0.00
C -4.06 2.58 1.25 -0.18
C -3.29 3.62 1.79 0.00
C -3.80 4.36 2.82 0.05
S -3.44 1.60 -0.10 0.61
O -4.55 1.25 -0.92 -0.23
O -2.35 2.36 -0.66 -0.32
N -2.69 0.31 0.61 -0.16
C -3.27 -0.93 0.28 -0.48
N -4.48 -1.30 0.61 0.16
C -4.86 -2.47 0.10 -0.06
C -4.05 -3.22 -0.74 0.00
C -2.79 -2.74 -1.01 -0.04
N -2.38 -1.60 -0.45 0.05
H -6.52 4.57 4.71 0.16
H -5.09 5.54 4.74 0.15
H -6.84 2.74 3.19 0.14
H -5.89 1.43 1.31 0.13
H -2.33 3.84 1.36 0.11
H -3.24 5.18 3.25 0.14
H -5.86 -2.81 0.35 0.13
H -4.40 -4.15 -1.17 0.12
H -2.07 -3.26 -1.64 0.13
C 0.50 3.05 -1.40 -0.01
N 0.44 3.41 0.01 -0.16
C 0.55 4.84 0.31 -0.02
C 0.26 2.54 0.98 -0.29
O 0.08 1.31 0.88 -0.13
H -0.33 3.52 -1.93 0.10
H 0.46 1.98 -1.52 0.06
H 1.44 3.42 -1.81 0.11
H -0.35 5.36 -0.01 0.10
H 1.40 5.26 -0.23 0.10
H 0.71 4.99 1.38 0.09
H 0.30 2.97 1.99 0.15
F -0.53 -1.50 -2.45 -0.18
P 0.95 -1.89 -1.91 0.18
F 0.72 -3.43 -2.22 -0.10
F 0.41 -2.10 -0.38 -0.20
F 1.56 -1.57 -3.33 -0.10
F 2.44 -2.16 -1.33 -0.15
F 1.06 -0.24 -1.46 -0.26
S 5.81 -0.77 -2.65 0.91
C 5.14 -0.92 -1.23 -1.04
S 4.31 0.26 -0.27 1.02
C 3.76 -0.96 0.85 -1.12
N 4.35 -2.23 0.56 0.13
N 5.04 -2.22 -0.47 -0.08
C 5.59 -3.44 -0.95 -0.21
C 6.93 -3.50 -1.35 -0.03
C 7.42 -4.71 -1.78 -0.04
C 6.60 -5.83 -1.82 -0.03
C 5.27 -5.75 -1.41 -0.03
C 4.76 -4.55 -0.96 0.01
S 2.70 -0.82 2.03 0.87
H 7.57 -2.63 -1.29 0.11
H 8.46 -4.79 -2.08 0.12
H 7.00 -6.77 -2.17 0.12
H 4.64 -6.63 -1.45 0.12
H 3.72 -4.45 -0.66 0.12
```

- Total charge: +2
- Spin multiplicity: 2
- HOMO energy (alpha / beta): -13.890 / -13.891 eV
- Largest force on an atom: 1.5 eV/Å